[1]
103
Properties=species:S:1:pos:R:3 method="wB97M-V/def2-TZVPD" e_above_lowest_kj_mol=351.01 orbital_gap_ev=6.4 lumo_energy_ev=-0.1 largest_force_ev_per_a=7.1
Ba 0.69230 0.92469 0.13656
N -2.03599 0.17971 -0.35158
C -2.53057 -0.58879 -1.49090
C -1.74340 -0.19253 -2.73686
N -0.31416 -0.43787 -2.59940
C 0.13566 -1.76467 -2.99420
C 0.30229 -2.69095 -1.78915
N 1.28063 -2.11742 -0.87252
H -2.56714 -0.02656 0.48593
H -2.14481 1.16961 -0.55321
H -3.59768 -0.42177 -1.68949
H -2.39813 -1.65304 -1.28193
H -1.88164 0.88042 -2.88190
H -2.16469 -0.72007 -3.60573
H 0.20069 0.25883 -3.12515
H 1.10802 -1.66286 -3.47448
H -0.55098 -2.23226 -3.71591
H 0.57049 -3.69602 -2.13935
H -0.64497 -2.77421 -1.25770
H 2.21748 -2.44666 -1.06279
H 1.07906 -2.34366 0.09056
O 2.30915 -0.61121 1.30087
S 1.75762 -0.01197 2.51702
O 2.61508 0.95022 3.15106
O 0.38643 0.48138 2.28625
C 1.47013 -1.36665 3.63334
C 2.31616 -1.57431 4.70948
C 2.06489 -2.62131 5.57883
C 0.95812 -3.43391 5.36753
C 0.11099 -3.21024 4.29434
C 0.35938 -2.17742 3.39129
P -0.71624 -1.84596 1.90818
C -2.24590 -1.36631 2.83553
C -3.11760 -2.28737 3.41588
C -4.24756 -1.85855 4.09589
C -4.52970 -0.50535 4.21290
C -3.67123 0.42107 3.64259
C -2.54270 -0.00564 2.95784
C -1.10840 -3.59072 1.42376
C -0.09162 -4.54938 1.39633
C -0.30293 -5.80233 0.84208
C -1.52796 -6.11162 0.26934
C -2.53399 -5.15774 0.24957
C -2.32368 -3.90837 0.81382
H 3.14742 -0.89465 4.84991
H 2.71846 -2.79855 6.42256
H 0.74712 -4.24793 6.04988
H -0.74853 -3.85180 4.15567
H -2.92824 -3.34948 3.33844
H -4.91149 -2.59113 4.53843
H -5.41272 -0.18096 4.74834
H -3.87181 1.48250 3.72147
H -1.87760 0.72774 2.52455
H 0.87703 -4.30652 1.81626
H 0.49104 -6.53877 0.85780
H -1.69305 -7.08559 -0.17338
H -3.48585 -5.38706 -0.21333
H -3.11527 -3.16762 0.78981
C -0.57281 3.39669 3.22029
C -1.29297 3.63579 1.92045
C -2.42158 4.44025 1.90754
C -3.00801 4.73614 0.67627
C -2.43874 4.26426 -0.47725
C -1.27801 3.43735 -0.41769
N -0.76628 3.10962 0.80277
N -0.65311 2.92944 -1.48956
Si -0.67113 3.68311 -3.01770
C 0.59266 2.81080 -4.11781
C -2.29335 3.66906 -4.02794
C -0.19009 5.52246 -2.90648
H 0.10421 4.23212 3.41524
H 0.02569 2.49482 3.17863
H -1.27087 3.33412 4.05612
H -2.82665 4.83771 2.82879
H -3.90262 5.34690 0.62997
H -2.86024 4.49630 -1.44633
H 0.12777 1.99529 -4.67916
H 1.40752 2.38894 -3.53074
H 1.01995 3.49796 -4.85277
H -2.74113 2.67151 -4.04749
H -2.09880 3.96260 -5.06289
H -3.04260 4.35857 -3.63184
H 0.75418 5.64119 -2.36707
H -0.94840 6.09102 -2.36275
H -0.07542 5.97580 -3.89370
N 4.70698 -1.96040 -2.09103
C 5.45592 -1.45850 -3.10223
N 6.75468 -1.82408 -3.16346
N 4.99917 -0.64284 -4.00444
C 3.74825 -0.23912 -3.97417
N 2.64891 0.12777 -3.96340
H 5.13894 -2.41101 -1.30401
H 3.78692 -1.57419 -1.95183
H 7.09617 -2.59495 -2.61959
H 7.25776 -1.56939 -3.99461
N 4.27649 1.72419 -1.54228
C 3.37799 2.60036 -1.00821
N 3.55221 3.91112 -1.30703
O 2.50836 2.22567 -0.21958
H 4.73457 1.92625 -2.41382
H 4.03324 0.76293 -1.37559
H 4.08055 4.20181 -2.10906
H 2.82628 4.52417 -0.97355

---

[2]
87
Properties=species:S:1:pos:R:3 method="wB97M-V/def2-TZVPD" total_charge=+2 e_above_lowest_kj_mol=0.00 spin_multiplicity=3 orbital_gap_ev="5.8 / 5.3" lumo_energy_ev="-7.2 / -7.8" s_squared=2.053 largest_force_ev_per_a=5.9
W -0.20470 -0.24104 -2.27801
C -0.30413 -3.16090 1.48568
C 0.99362 -3.23633 0.94067
C 0.94314 -1.43686 2.35675
C -0.37351 -1.99860 2.32699
C 1.75156 -2.13715 1.42844
C -1.40584 -4.11253 1.24011
H -1.28246 -4.62860 0.28192
H -2.36940 -3.59626 1.23687
H -1.43327 -4.89034 2.02108
C -1.53870 -1.40348 2.91203
H -2.48463 -1.85761 2.60466
H -1.69725 -0.02262 2.49934
H -1.48140 -1.26767 3.99482
C 1.37103 -0.34028 3.23961
H 1.41195 -0.65930 4.29485
H 0.65426 0.48779 3.19617
H 2.36144 0.03651 2.96323
C 3.11590 -1.76656 0.99973
H 3.87529 -2.41326 1.46736
H 3.34924 -0.72382 1.25387
H 3.22490 -1.86794 -0.09028
C 1.48857 -4.28971 0.02712
H 1.50668 -5.27293 0.52066
H 2.50089 -4.06637 -0.32571
H 0.84579 -4.38636 -0.85616
C -0.67763 0.79227 -3.89348
C -1.20447 -0.61914 -3.93736
C -0.49732 -1.65848 -4.77781
C 0.67951 -2.37043 -4.02977
C 1.09096 -1.62342 -2.79428
C 1.65700 -0.26352 -2.99746
C 1.76635 0.33739 -4.39216
C 0.48576 1.12834 -4.78834
H -0.16388 -1.22913 -5.73198
H 1.53182 -2.52812 -4.72023
H -1.21897 -2.44754 -5.05358
H 0.24584 0.92314 -5.84653
H -1.45185 1.55344 -3.80921
H -2.28832 -0.69869 -3.90138
H 0.70650 2.20661 -4.75937
H 2.61259 1.05167 -4.40823
H 2.46530 0.00120 -2.31908
H 2.03487 -0.41956 -5.15882
H 0.35571 -3.38369 -3.74387
H 1.55889 -2.20390 -2.00478
P -2.45508 -1.61005 -1.12919
P 2.68384 2.04302 1.11578
C 0.56840 1.42179 -1.18616
C 0.90155 1.58203 0.32078
H -0.36853 1.97693 -1.40160
H 1.33252 1.93327 -1.77337
H 0.27044 2.38113 0.72751
H 0.65273 0.66394 0.86873
C 2.27601 3.54083 2.07442
H 2.77557 3.40654 3.04880
H 1.19665 3.62973 2.25488
H 2.66529 4.43940 1.57582
C 3.51092 2.69176 -0.37955
H 2.92446 3.46936 -0.88306
H 3.70541 1.86714 -1.07790
H 4.47931 3.10476 -0.06579
C -3.96657 -0.62552 -1.46656
H -4.56208 -1.06357 -2.27746
H -3.73582 0.41883 -1.71525
H -4.54057 -0.63910 -0.52386
C -2.89601 -3.16054 -2.00030
H -1.97751 -3.69684 -2.28881
H -3.51475 -2.96846 -2.88993
H -3.45578 -3.76928 -1.26831
C -0.24715 3.90617 5.08613
C -0.31452 2.53471 5.41630
C -0.90915 1.63767 4.54301
C -1.39562 2.06689 3.27444
C -1.82312 1.16372 2.28887
C -2.41406 1.60726 1.12414
C -2.50059 2.99623 0.84949
C -1.96681 3.91193 1.74446
C -1.39684 3.48156 2.97240
C -0.78407 4.36895 3.89028
H 0.22069 4.60180 5.78422
H 0.08498 2.17240 6.36613
H -1.00914 0.57814 4.80653
H -2.82990 0.88733 0.41705
H -2.98370 3.33940 -0.06717
H -1.98681 4.98333 1.54096
H -0.72228 5.42923 3.62910

---

[3]
99
Properties=species:S:1:pos:R:3 method="wB97M-V/def2-TZVPD" total_charge=+1 e_above_lowest_kj_mol=41.17 orbital_gap_ev=8.8 lumo_energy_ev=-2.1 largest_force_ev_per_a=0.7
Pb -1.02398 -0.66160 0.29042
C -3.56234 -3.95837 1.02812
C -2.26764 -3.74503 1.73970
C -1.86196 -4.41063 2.90431
C -0.55959 -4.00991 3.12791
C 0.34645 -4.38934 4.24886
N -0.21910 -3.15353 2.14240
N -1.27881 -2.96011 1.30819
B 1.22926 -2.81156 1.69076
N 1.32788 -2.97573 0.16019
N 0.63146 -2.19956 -0.70532
C 0.97676 -2.56052 -1.93589
C 0.43466 -1.90077 -3.16031
C 1.91091 -3.60241 -1.87084
C 2.10717 -3.83841 -0.52350
C 3.00137 -4.85534 0.10092
N 1.66429 -1.37173 2.07864
N 1.27216 -0.28552 1.35940
C 2.08589 0.71886 1.69212
C 2.10312 2.05967 1.02835
C 2.98326 0.29046 2.67804
C 2.69542 -1.04278 2.88822
C 3.36452 -1.97300 3.84274
H -3.94654 -4.94424 1.28415
H -3.42324 -3.91193 -0.04882
H -4.31259 -3.22826 1.32764
H -2.43372 -5.10902 3.49149
H -0.13232 -5.14073 4.87162
H 0.57757 -3.52131 4.86866
H 1.28775 -4.78814 3.87134
H 1.98049 -3.57140 2.20747
H -0.10780 -0.99535 -2.89446
H -0.22064 -2.57994 -3.70911
H 1.25245 -1.63570 -3.83018
H 2.37956 -4.10809 -2.69789
H 3.47606 -5.44054 -0.68298
H 2.44416 -5.53150 0.74967
H 3.77996 -4.38042 0.69913
H 1.59037 2.02447 0.06794
H 3.13726 2.35129 0.84687
H 1.66666 2.83332 1.66540
H 3.74688 0.87290 3.16537
H 4.26392 -1.50330 4.23365
H 3.64350 -2.91008 3.36435
H 2.70753 -2.21017 4.68078
N -1.53580 -0.45705 2.89414
C -2.04605 0.79521 3.50197
C -1.17730 2.01412 3.17050
N -1.19118 2.40249 1.76630
C -1.95002 3.62427 1.47059
C -3.24484 3.42373 0.68349
N -3.00026 2.66199 -0.53590
H -2.14921 -1.22464 3.14930
H -0.61252 -0.64226 3.27789
H -2.07791 0.69010 4.59224
H -3.06144 0.97040 3.14424
H -0.15590 1.78064 3.48723
H -1.52665 2.85452 3.78005
H -0.26047 2.47983 1.39564
H -1.31078 4.30168 0.89421
H -2.21302 4.13414 2.40258
H -3.67457 4.41401 0.48410
H -3.95363 2.86967 1.29928
H -2.23150 3.07215 -1.05365
H -3.81479 2.67614 -1.13833
Br -4.75051 -0.50815 0.94418
C -4.58738 -1.29094 -0.77327
C -5.74422 -1.56143 -1.48627
C -5.60267 -2.19658 -2.70990
C -4.32997 -2.52175 -3.15363
C -3.24429 -2.18170 -2.36508
N -3.36755 -1.56929 -1.18627
H -6.70872 -1.28964 -1.08384
H -6.47573 -2.44827 -3.29617
H -4.17578 -3.02977 -4.09495
H -2.23020 -2.40336 -2.67216
C 4.52705 5.94925 -3.91160
C 3.47050 4.97871 -3.47758
C 3.79009 3.66215 -3.16921
C 2.82238 2.73825 -2.80755
C 3.21860 1.31696 -2.52040
C 1.47263 3.15268 -2.77484
C 0.39726 2.20840 -2.49700
O 0.47508 1.15503 -1.88949
C 1.13304 4.49337 -3.05918
C -0.27860 5.01207 -2.94922
C 2.13920 5.37801 -3.40047
H 5.51446 5.64353 -3.57095
H 4.31781 6.95132 -3.53975
H 4.54863 6.00310 -5.00224
H 4.82691 3.35015 -3.21416
H 4.29281 1.18537 -2.63761
H 2.70930 0.63501 -3.20360
H 2.93396 1.01866 -1.51314
H -0.58029 2.52270 -2.91504
H -0.94963 4.53103 -3.66323
H -0.29587 6.08065 -3.15093
H -0.68313 4.84966 -1.94965
H 1.88423 6.40867 -3.61724

---

[4]
101
Properties=species:S:1:pos:R:3 method="wB97M-V/def2-TZVPD" total_charge=+1 e_above_lowest_kj_mol=84.45 spin_multiplicity=2 orbital_gap_ev="7.7 / 7.9" lumo_energy_ev="-2.9 / -2.6" s_squared=0.767 largest_force_ev_per_a=0.9
V -0.40536 -0.40366 -0.73101
C -0.87475 -4.18032 3.13952
N -0.93310 -2.77700 2.75714
C -2.07718 -2.04433 3.27815
C -0.12855 -2.21841 1.85554
O -0.27123 -1.05159 1.45634
C 0.99005 -3.07157 1.28054
O 1.73535 -2.35796 0.33321
C 2.69722 -1.45213 0.80430
C 2.50315 -0.11887 0.09317
O 1.37142 0.12072 -0.39820
N 3.47588 0.73495 0.02042
C 4.76730 0.48571 0.65912
C 3.29791 2.00334 -0.68336
H -0.68220 -4.26762 4.20976
H -0.09857 -4.71615 2.59830
H -1.83082 -4.65578 2.91439
H -2.23404 -2.32942 4.31794
H -2.97775 -2.28868 2.70817
H -1.89724 -0.98026 3.21649
H 0.54926 -3.91661 0.75206
H 1.62060 -3.46106 2.08490
H 3.69044 -1.85274 0.59890
H 2.60870 -1.26920 1.88145
H 4.63726 0.05219 1.64874
H 5.27160 1.43980 0.77808
H 5.39427 -0.16458 0.04680
H 2.29691 2.05096 -1.10800
H 4.02860 2.06137 -1.49211
H 3.46177 2.82097 0.01750
Cl -7.88968 -0.91551 0.59827
C -6.18518 -0.76181 0.34579
C -5.62236 0.50162 0.23199
C -4.26459 0.62940 0.01929
Cl -3.56228 2.20408 -0.11357
C -3.43338 -0.49557 -0.09343
O -2.14139 -0.36524 -0.34551
C -4.01996 -1.76822 0.05272
C -3.24838 -3.02722 0.03927
O -2.04389 -3.15712 0.00526
C -5.39322 -1.88468 0.26069
H -6.24156 1.38570 0.30472
H -3.89305 -3.92439 0.11570
H -5.83884 -2.86835 0.35945
C -2.51871 3.49591 -3.87941
C -1.40738 2.46381 -3.89311
C -1.36922 1.75215 -5.23117
O -1.71900 1.45493 -2.89018
B -0.57529 1.14245 -2.21777
O 0.48859 1.94032 -2.55967
C -0.00524 2.99594 -3.43627
C -0.08166 4.25158 -2.58234
C 1.00410 3.17748 -4.55365
H -3.45563 3.00980 -4.15601
H -2.31769 4.28768 -4.60524
H -2.64910 3.94324 -2.89487
H -2.33580 1.28005 -5.40952
H -0.60601 0.97524 -5.24213
H -1.17082 2.45385 -6.04403
H -0.74114 4.09935 -1.72373
H -0.43850 5.10952 -3.15532
H 0.91973 4.47875 -2.21065
H 1.17524 2.24417 -5.08634
H 1.95400 3.50783 -4.12838
H 0.66924 3.93669 -5.26443
Cl 2.70904 -0.92563 -3.20353
C 1.31464 -1.14302 -4.23393
C 1.51182 -1.01353 -5.60110
C 0.45730 -1.23698 -6.46909
C -0.78835 -1.57645 -5.96009
C -0.96983 -1.69573 -4.59448
C 0.07390 -1.49317 -3.68464
C -0.15542 -1.72666 -2.22982
H 2.49510 -0.75690 -5.97365
H 0.61102 -1.14655 -7.53670
H -1.61920 -1.75503 -6.63097
H -1.94356 -1.96848 -4.20389
H 0.68940 -2.25183 -1.77436
H -1.05636 -2.32854 -2.07213
C -1.16880 5.54713 1.31524
C 0.34578 5.47746 1.14572
C 1.03925 4.39067 1.96442
S 0.45651 2.71512 1.57215
O 1.58494 1.80931 1.97881
C -0.86077 2.55274 2.84507
C -0.44771 1.60105 3.95574
C 0.49901 2.24070 4.96493
H -1.58290 6.35774 0.71471
H -1.44980 5.72895 2.35566
H -1.65496 4.62176 0.99278
H 0.78744 6.43577 1.42760
H 0.58521 5.32514 0.09247
H 0.94642 4.54381 3.04174
H 2.10163 4.34061 1.72085
H -1.74148 2.20155 2.30712
H -1.07618 3.54421 3.24311
H 0.02271 0.72735 3.50676
H -1.35936 1.26665 4.45687
H 1.42844 2.54565 4.48066
H 0.75223 1.53929 5.76147
H 0.04191 3.11786 5.42925